This record from the OMol25 dataset describes C19H44Cl2LuO2P2 as an isolated structure at a distorted geometry. The level of theory is ωB97M-V with the def2-TZVPD basis set.

```
70
Properties=species:S:1:pos:R:3
Lu -0.912 0.542 0.731
Cl -0.463 1.072 -1.728
P -3.068 -0.569 -0.367
C -3.246 -1.464 -1.937
C -3.736 -1.531 1.075
C -3.735 1.145 -0.574
C -2.042 -2.383 -2.237
H -3.232 -0.650 -2.679
C -4.573 -2.193 -1.932
H -4.567 -3.024 -1.223
H -4.729 -2.588 -2.936
H -5.403 -1.531 -1.687
H -1.119 -1.811 -2.409
H -2.283 -2.959 -3.141
H -1.839 -3.093 -1.422
H -3.202 1.505 -1.473
C -3.412 2.143 0.566
C -5.230 0.999 -0.861
H -5.394 0.550 -1.847
H -5.694 1.995 -0.857
H -5.726 0.379 -0.095
H -2.908 1.736 1.469
H -4.346 2.585 0.936
H -2.778 2.964 0.192
C -2.974 -2.851 1.194
H -4.777 -1.692 0.751
C -3.718 -0.720 2.375
H -3.145 -3.520 0.345
H -3.319 -3.354 2.102
H -1.894 -2.690 1.306
H -2.698 -0.496 2.737
H -4.181 -1.347 3.148
H -4.287 0.219 2.309
Cl 0.121 -1.006 2.422
H 0.006 -0.963 -0.150
P 3.090 0.425 -0.263
C 3.440 2.004 -1.167
C 4.030 0.340 1.345
C 3.476 -0.985 -1.409
C 2.325 3.034 -0.921
H 3.377 1.730 -2.235
C 4.823 2.547 -0.828
H 4.849 2.888 0.214
H 5.036 3.412 -1.468
H 5.608 1.800 -0.986
H 1.401 2.716 -1.421
H 2.626 4.012 -1.322
H 2.071 3.151 0.142
H 2.849 -0.737 -2.289
C 2.980 -2.355 -0.896
C 4.967 -0.948 -1.768
H 5.203 -0.054 -2.364
H 5.250 -1.837 -2.353
H 5.578 -0.938 -0.849
H 2.181 -2.233 -0.152
H 3.799 -2.954 -0.468
H 2.557 -2.931 -1.733
C 3.430 1.366 2.338
H 5.096 0.607 1.167
C 3.990 -1.065 1.972
H 3.369 2.385 1.917
H 4.042 1.401 3.261
H 2.408 1.048 2.618
H 2.945 -1.345 2.171
H 4.519 -1.062 2.941
H 4.454 -1.831 1.335
O -1.283 2.171 2.949
C -0.329 2.772 2.380
O 0.158 2.408 1.217
H 0.183 3.661 2.823
```

As for the orbital gap: 5.6 eV. The strongest force on any atom is 0.064 Eh/bohr. For the LUMO energy, the calculation gives 2.656 eV. As for the charge: -1.

---

This record from the OMol25 dataset describes C19H44ClF3O3P2SZr as an isolated structure at a distorted geometry. The level of theory is ωB97M-V with the def2-TZVPD basis set.

```
74
Properties=species:S:1:pos:R:3
Zr -0.006 0.199 0.092
Cl 0.219 2.661 -0.367
P 2.648 0.250 0.011
C 3.305 1.679 0.986
C 3.496 -1.278 0.644
C 3.005 0.570 -1.775
C 2.462 2.032 2.232
H 3.228 2.523 0.275
C 4.776 1.449 1.354
H 4.851 0.766 2.212
H 5.226 2.407 1.649
H 5.371 1.045 0.525
H 1.577 2.623 1.965
H 3.066 2.626 2.936
H 2.124 1.133 2.762
H 2.536 1.563 -1.918
C 2.354 -0.393 -2.794
C 4.520 0.684 -1.975
H 4.926 1.594 -1.521
H 4.749 0.728 -3.049
H 5.037 -0.190 -1.557
H 1.509 -0.980 -2.409
H 3.100 -1.094 -3.195
H 1.965 0.197 -3.640
C 2.895 -1.572 2.032
H 4.588 -1.113 0.753
C 3.268 -2.404 -0.375
H 3.175 -0.815 2.778
H 3.232 -2.551 2.398
H 1.797 -1.594 1.958
H 2.220 -2.405 -0.722
H 3.468 -3.385 0.078
H 3.917 -2.310 -1.256
H 0.153 0.614 1.801
H -0.167 0.031 -1.658
P -2.624 0.837 -0.075
C -3.008 1.966 -1.488
C -3.803 -0.593 -0.151
C -2.840 1.830 1.481
C -2.153 1.692 -2.743
H -2.730 2.963 -1.095
C -4.505 1.948 -1.819
H -4.759 1.051 -2.401
H -4.741 2.824 -2.442
H -5.145 1.992 -0.929
H -1.130 2.069 -2.624
H -2.603 2.194 -3.614
H -2.096 0.618 -2.963
H -2.176 2.692 1.280
C -2.339 1.154 2.777
C -4.288 2.322 1.586
H -4.521 3.074 0.824
H -4.446 2.797 2.564
H -4.997 1.487 1.499
H -1.740 0.245 2.615
H -3.184 0.889 3.429
H -1.697 1.857 3.329
C -3.454 -1.396 -1.423
H -4.835 -0.211 -0.259
C -3.722 -1.407 1.150
H -3.891 -0.949 -2.327
H -3.829 -2.423 -1.332
H -2.364 -1.460 -1.567
H -2.684 -1.706 1.350
H -4.326 -2.320 1.042
H -4.110 -0.847 2.014
F 1.314 -4.894 -0.670
C 0.497 -4.561 0.370
F -0.249 -5.614 0.706
F 1.270 -4.201 1.442
S -0.536 -3.060 -0.148
O -0.009 -2.651 -1.449
O -1.896 -3.531 -0.037
O -0.246 -1.967 0.871
```

As for the orbital gap: 7.3 eV. The strongest force on any atom is 0.040 Eh/bohr. For the LUMO energy, the calculation gives -0.395 eV.

---

This record from the OMol25 dataset describes C19H44F8N6O19S8V as an isolated structure at a distorted geometry. The level of theory is ωB97M-V with the def2-TZVPD basis set.

```
105
Properties=species:S:1:pos:R:3
O 21.656 -2.613 10.459
V 20.588 -3.808 10.218
O 19.127 -3.203 9.987
C 29.900 -7.970 15.668
C 30.049 -6.761 14.785
N 31.166 -7.014 13.665
C 30.656 -8.087 12.706
C 31.315 -5.650 12.795
C 30.043 -5.028 12.215
C 32.469 -7.500 14.357
C 33.647 -7.539 13.459
O 33.401 -8.385 12.363
C 34.429 -8.423 11.367
H 29.120 -7.690 16.376
H 30.775 -8.307 16.224
H 29.526 -8.833 15.117
H 30.470 -5.920 15.336
H 29.161 -6.421 14.253
H 31.228 -8.060 11.778
H 29.614 -7.880 12.461
H 30.786 -9.100 13.085
H 31.923 -5.942 11.939
H 31.874 -4.932 13.395
H 29.238 -5.658 11.836
H 30.364 -4.307 11.463
H 29.517 -4.411 12.944
H 32.354 -8.555 14.608
H 32.638 -6.868 15.229
H 34.539 -7.787 14.035
H 33.896 -6.500 13.239
H 34.136 -8.826 10.398
H 35.289 -8.996 11.714
H 34.857 -7.440 11.170
C 17.982 3.125 13.713
C 19.449 3.342 14.023
C 20.175 4.243 12.924
C 21.457 4.930 13.413
N 22.018 5.878 12.292
C 23.365 6.573 12.812
C 24.472 5.792 12.169
C 23.922 5.313 10.805
C 22.453 5.084 11.034
C 20.971 7.005 11.936
C 20.351 7.782 13.160
C 19.660 9.081 12.941
H 17.396 4.037 13.600
H 17.420 2.542 14.444
H 17.987 2.362 12.935
H 19.827 2.335 14.199
H 19.517 3.895 14.960
H 19.483 4.995 12.544
H 20.290 3.530 12.108
H 22.241 4.282 13.806
H 21.283 5.584 14.268
H 23.226 7.604 12.485
H 23.475 6.527 13.895
H 25.269 6.481 11.888
H 24.847 4.976 12.787
H 23.941 6.110 10.062
H 24.527 4.527 10.353
H 21.999 5.407 10.097
H 22.328 4.013 11.194
H 20.209 6.550 11.303
H 21.451 7.750 11.301
H 21.119 7.973 13.909
H 19.661 7.058 13.593
H 20.422 9.860 12.942
H 18.871 9.246 13.675
H 19.174 9.114 11.966
N 19.401 4.221 4.707
S 20.466 3.375 3.708
O 19.939 2.242 2.940
O 21.824 3.179 4.167
F 20.651 4.562 2.604
S 18.763 2.984 5.202
O 19.658 1.950 5.797
O 17.513 2.603 4.517
F 18.206 3.686 6.573
N 22.533 -7.253 7.113
S 23.610 -7.030 6.088
O 23.292 -7.208 4.642
O 24.962 -7.251 6.469
F 23.539 -5.403 6.257
S 22.941 -8.951 7.235
O 24.074 -9.474 8.015
O 22.616 -9.738 6.072
F 21.696 -9.501 8.079
N 12.417 -5.314 3.074
S 13.104 -4.218 3.818
O 12.199 -3.367 4.620
O 14.330 -3.660 3.295
F 13.811 -5.234 4.883
S 11.867 -4.299 1.849
O 12.817 -4.222 0.767
O 11.034 -3.186 2.215
F 10.802 -5.336 1.191
N 19.961 -6.653 14.082
S 18.890 -7.114 14.981
O 19.075 -6.821 16.403
O 18.065 -8.265 14.549
F 17.890 -5.899 14.563
S 20.884 -7.988 14.728
O 20.656 -9.340 14.206
O 21.596 -7.892 16.018
F 22.071 -7.496 13.760
```

As for the orbital gap (spin up / spin down): 5.9 / 2.4 eV. The strongest force on any atom is 0.229 Eh/bohr. For the LUMO energy (spin up / spin down), the calculation gives -0.156 / -4.056 eV. The spin multiplicity is 3. The expectation value of S² is 2.026. As for the charge: -1.

---

This record from the OMol25 dataset describes a 3-piece molecular cluster, C19H44N2O5 overall at a distorted geometry. The level of theory is ωB97M-V with the def2-TZVPD basis set.

```
70
Properties=species:S:1:pos:R:3
C 2.317 -2.060 0.365
O 1.984 -0.947 1.268
C 0.614 -0.454 1.036
C 0.591 0.757 -0.090
C 0.498 0.191 -1.633
C -0.511 1.116 -2.581
C -2.063 0.781 -2.175
C -2.993 2.087 -1.833
C -3.460 2.219 -0.266
C -4.230 0.903 0.340
C -5.061 0.017 -0.762
O -6.032 0.774 -1.568
C -7.302 -0.005 -1.447
O -7.698 -0.928 -2.353
H 1.401 -2.699 0.007
H 3.068 -2.792 0.919
H 2.885 -1.709 -0.618
H 0.219 0.041 2.043
H -0.141 -1.340 0.778
H -0.345 1.427 0.168
H 1.539 1.444 0.100
H 1.584 0.276 -2.095
H 0.219 -0.968 -1.683
H -0.370 0.752 -3.703
H -0.197 2.239 -2.474
H -2.061 0.028 -1.251
H -2.600 0.209 -3.070
H -2.323 3.046 -2.064
H -3.954 2.199 -2.495
H -2.490 2.419 0.400
H -4.141 3.184 -0.090
H -5.034 1.318 1.120
H -3.475 0.266 0.987
H -5.688 -0.782 -0.140
H -4.369 -0.634 -1.478
H -8.011 0.212 -0.518
C 7.401 -2.582 -3.570
C 7.223 -1.123 -3.157
C 5.841 -0.821 -2.531
O 4.772 -0.733 -3.477
C 4.244 -1.987 -3.883
N 7.486 -0.262 -4.320
H 6.874 -2.824 -4.498
H 8.460 -2.802 -3.743
H 7.044 -3.259 -2.788
H 7.981 -0.912 -2.394
H 5.896 0.167 -2.058
H 5.595 -1.533 -1.733
H 4.258 -2.723 -3.075
H 4.791 -2.358 -4.752
H 3.207 -1.828 -4.192
H 7.465 0.712 -4.015
H 6.679 -0.336 -4.942
C -3.425 0.122 5.967
C -2.101 -0.349 5.371
C -1.027 0.761 5.292
O -1.226 1.698 4.231
C -2.170 2.719 4.518
N -2.357 -0.945 4.050
H -4.018 0.712 5.261
H -4.042 -0.737 6.253
H -3.261 0.727 6.863
H -1.714 -1.133 6.032
H -0.064 0.281 5.084
H -0.914 1.280 6.252
H -2.152 3.015 5.571
H -3.170 2.395 4.226
H -1.916 3.591 3.908
H -1.486 -1.348 3.701
H -2.542 -0.177 3.401
```

As for the orbital gap: 9.6 eV. The strongest force on any atom is 0.183 Eh/bohr. The SMILES is COCCCCCCCCCOC=O.COC[C@@H](C)N.COC[C@@H](C)N. For the LUMO energy, the calculation gives 0.242 eV.

---

This record from the OMol25 dataset describes a 3-piece molecular cluster, C19H44N2O5S overall at a distorted geometry. The level of theory is ωB97M-V with the def2-TZVPD basis set.

```
71
Properties=species:S:1:pos:R:3
N 4.222 -3.408 2.577
C 5.213 -2.784 1.697
C 4.630 -2.058 0.483
O 5.315 -0.820 0.264
C 4.704 0.262 -0.244
O 5.257 0.954 -1.027
N 3.412 0.523 0.264
C 3.434 1.052 1.665
C 3.020 0.030 2.731
C 1.499 -0.133 2.809
C 0.935 -0.905 1.599
S -0.161 0.090 0.590
O 0.155 1.480 0.754
O -1.507 -0.349 0.779
O 0.259 -0.327 -0.891
H 4.135 -2.924 3.462
H 3.302 -3.474 2.159
H 5.906 -3.559 1.349
H 5.807 -2.052 2.255
H 4.773 -2.644 -0.433
H 3.557 -1.881 0.604
H 3.047 1.246 -0.354
H 2.723 1.883 1.687
H 4.423 1.472 1.882
H 3.507 -0.930 2.521
H 3.397 0.362 3.706
H 1.193 -0.621 3.740
H 1.060 0.869 2.822
H 1.752 -1.212 0.945
H 0.355 -1.791 1.869
H 1.175 -0.650 -0.921
C -3.534 7.648 0.734
C -2.760 6.870 1.794
C -1.773 5.859 1.211
C -2.407 4.764 0.351
C -3.482 3.938 1.055
C -2.961 3.183 2.274
H -4.143 6.988 0.115
H -4.202 8.379 1.190
H -2.851 8.186 0.072
H -3.465 6.360 2.457
H -2.208 7.573 2.423
H -1.211 5.401 2.029
H -1.036 6.395 0.603
H -1.614 4.089 0.012
H -2.833 5.209 -0.553
H -3.888 3.219 0.339
H -4.320 4.579 1.347
H -2.143 2.521 1.982
H -3.746 2.573 2.723
H -2.591 3.863 3.044
C -2.432 -2.750 -1.597
C -1.475 -2.791 -2.784
C -2.079 -3.408 -4.045
C -2.528 -4.863 -3.895
C -1.434 -5.827 -3.439
C -0.253 -5.911 -4.402
H -2.743 -3.753 -1.299
H -1.965 -2.275 -0.736
H -3.329 -2.178 -1.844
H -0.569 -3.340 -2.503
H -1.150 -1.774 -3.015
H -1.357 -3.330 -4.862
H -2.943 -2.809 -4.350
H -2.922 -5.206 -4.858
H -3.363 -4.918 -3.192
H -1.873 -6.822 -3.322
H -1.075 -5.539 -2.447
H -0.583 -6.225 -5.395
H 0.489 -6.631 -4.055
H 0.248 -4.948 -4.509
```

As for the orbital gap: 10.1 eV. As for the relative energy (zero: lowest compared OMol25 entry of this formula, charge and spin): 0.0 kJ/mol. The strongest force on any atom is 0.028 Eh/bohr. The SMILES is NCCOC(=O)NCCCCS(=O)(=O)O.CCCCCC.CCCCCC. For the LUMO energy, the calculation gives 0.148 eV.

---

This record from the OMol25 dataset describes a 3-piece molecular cluster, C19H44O4P overall at a distorted geometry. The level of theory is ωB97M-V with the def2-TZVPD basis set.

```
68
Properties=species:S:1:pos:R:3
C 7.367 -3.489 3.860
C 5.945 -3.807 3.147
O 5.136 -4.609 3.688
O 5.637 -3.218 1.888
C 5.302 -1.785 2.047
C 3.748 -1.549 1.735
P 2.595 -1.614 3.273
C 1.427 -1.508 4.783
C 0.839 -2.909 5.313
C 0.402 -3.939 4.176
O 1.154 -4.629 3.460
O -1.025 -4.139 3.980
H 7.942 -4.485 3.822
H 7.896 -2.653 3.281
H 7.164 -3.207 4.957
H 5.650 -1.402 3.064
H 5.909 -1.229 1.244
H 3.580 -0.580 1.120
H 3.402 -2.406 1.040
H 1.555 -2.141 2.398
H 3.094 -2.924 3.615
H 3.703 -1.055 4.074
H 2.228 -0.216 2.967
H 2.051 -1.061 5.648
H 0.624 -0.724 4.535
H 1.513 -3.436 6.088
H -0.127 -2.652 5.898
H -1.237 -4.002 3.030
C -0.659 -0.733 0.798
C -0.836 0.778 0.841
C -1.161 1.392 -0.521
C -0.083 1.218 -1.595
C 1.296 1.772 -1.235
C 1.302 3.277 -1.004
H 0.193 -1.021 0.178
H -0.479 -1.118 1.804
H -1.556 -1.221 0.402
H 0.060 1.241 1.266
H -1.657 1.011 1.528
H -1.368 2.460 -0.384
H -2.094 0.952 -0.896
H -0.432 1.703 -2.515
H 0.019 0.155 -1.837
H 1.984 1.545 -2.057
H 1.695 1.264 -0.352
H 0.934 3.810 -1.886
H 2.319 3.623 -0.803
H 0.682 3.557 -0.148
C -3.304 3.541 -2.897
C -3.166 2.642 -4.119
C -4.133 2.998 -5.248
C -5.620 2.862 -4.907
C -6.061 1.475 -4.437
C -5.864 0.388 -5.485
H -4.288 3.439 -2.432
H -2.556 3.273 -2.147
H -3.155 4.591 -3.165
H -3.290 1.596 -3.822
H -2.143 2.733 -4.501
H -3.902 2.373 -6.118
H -3.946 4.031 -5.564
H -6.203 3.137 -5.794
H -5.884 3.593 -4.136
H -7.125 1.520 -4.181
H -5.536 1.197 -3.517
H -6.404 0.630 -6.405
H -6.243 -0.567 -5.113
H -4.808 0.252 -5.731
```

As for the orbital gap: 5.7 eV. The strongest force on any atom is 0.100 Eh/bohr. For the LUMO energy, the calculation gives 2.385 eV. As for the charge: -1.